[1]
The following is a DFT calculation (ωB97M-V/def2-TZVPD) of C3H7CuO3 as an isolated structure.

As for the HOMO energy (alpha / beta): -6.47 / -9.62 eV.

```
! wB97M-V def2-TZVPD RIJCOSX def2/J DEFGRID3
* xyz 0 3
C -1.68 2.20 -1.39
O -0.44 1.79 -1.58
H -1.94 3.23 -1.68
H -2.46 1.50 -1.05
H -1.18 -0.07 1.51
O 2.01 -0.71 -1.16
C 1.60 -1.27 0.00
O 0.58 -0.34 0.51
C -0.30 -0.80 1.52
Cu 0.78 0.69 -1.09
H 2.37 -1.33 0.79
H 1.11 -2.26 -0.12
H -0.71 -1.79 1.28
H 0.24 -0.85 2.47
*
```

Löwdin atomic charge list, values in e, 4 entries: -0.175, -0.342, 0.043, 0.041



[2]
The following is a DFT calculation (ωB97M-V/def2-TZVPD) of C3H7EuO2 as an isolated structure.

As for the HOMO energy (alpha / beta): -5.22 / -7.41 eV.

```
! wB97M-V def2-TZVPD RIJCOSX def2/J DEFGRID3
* xyz 0 9
O -0.74 -0.18 0.88
C -1.88 0.52 0.45
H -1.76 1.60 0.59
H -2.07 0.34 -0.62
H -2.74 0.16 1.03
H 0.63 -0.53 1.78
C 0.93 -0.50 -1.29
C 0.66 0.17 -0.03
O 1.50 -0.34 0.99
Eu 3.55 -1.17 -0.20
H 0.45 -1.49 -1.36
H 0.81 0.14 -2.17
H 0.66 1.28 -0.06
*
```

Löwdin atomic charge list, values in e, 4 entries: -0.277, -0.167, 0.078, 0.082



[3]
The following is a DFT calculation (ωB97M-V/def2-TZVPD) of the molecule C3H7F2N.

The SMILES is CC(F)(F)CN. As for the HOMO energy: -9.84 eV.

```
! wB97M-V def2-TZVPD RIJCOSX def2/J DEFGRID3
* xyz 0 1
C -0.75 1.37 -0.30
C -0.46 -0.06 0.00
F -0.56 -0.25 1.35
F -1.37 -0.81 -0.61
C 0.95 -0.56 -0.48
N 2.05 0.26 0.06
H -0.03 2.05 0.22
H -1.77 1.64 0.02
H -0.60 1.57 -1.36
H 0.96 -0.41 -1.53
H 0.98 -1.65 -0.22
H 2.20 0.00 1.00
H 2.81 0.07 -0.53
*
```

Löwdin atomic charge list, values in e, 4 entries: -0.005, -0.630, 0.058, 0.088



[4]
The following is a DFT calculation (ωB97M-V/def2-TZVPD) of an isolated ion of composition C3H7F2N2 and charge +1.

The SMILES is F[N+]1(F)CCNC1. As for the HOMO energy: -14.86 eV.

```
! wB97M-V def2-TZVPD RIJCOSX def2/J DEFGRID3
* xyz 1 1
F -1.59 0.58 -1.13
N -1.09 0.02 -0.08
F -2.15 -0.30 0.68
C -0.24 0.93 0.61
C 1.28 0.59 0.02
N 0.96 -0.76 -0.58
C -0.24 -1.25 -0.25
H -0.24 0.73 1.64
H -0.53 2.01 0.46
H 1.64 1.33 -0.68
H 2.03 0.55 0.90
H 1.24 -0.83 -1.57
H -0.87 -1.98 -0.84
H -0.21 -1.63 0.80
*
```

Löwdin atomic charge list, values in e, 4 entries: 0.212, -0.267, 0.156, -0.010



[5]
The following is a DFT calculation (ωB97M-V/def2-TZVPD) of a 2-piece molecular cluster, C3H7F2NO overall.

The SMILES is CC(C)=O.FNF. As for the HOMO energy: -10.18 eV.

```
! wB97M-V def2-TZVPD RIJCOSX def2/J DEFGRID3
* xyz 0 1
C -0.77 1.01 0.81
C -0.66 0.09 -0.44
C -1.45 -1.15 -0.40
O 0.12 0.35 -1.33
H -0.35 0.56 1.86
H -1.83 1.19 1.07
H -0.28 1.97 0.76
H -2.02 -1.24 0.58
H -2.19 -1.00 -1.27
H -0.88 -2.01 -0.68
F 2.74 1.05 0.55
N 2.84 0.10 -0.52
F 2.82 -1.08 0.00
H 1.91 0.15 -1.00
*
```

Löwdin atomic charge list, values in e, 4 entries: -0.035, -0.498, -0.029, 0.027



[6]
The following is a DFT calculation (ωB97M-V/def2-TZVPD) of a 2-piece molecular cluster, C3H7F2P overall.

As for the HOMO energy (alpha / beta): -8.62 / -8.59 eV.

```
! wB97M-V def2-TZVPD RIJCOSX def2/J DEFGRID3
* xyz 0 1
C -1.85 -0.02 0.09
C -0.33 -0.26 -0.17
C 0.56 0.90 0.05
F 0.60 1.84 -0.93
F 0.47 1.46 1.28
P 3.17 -0.44 -0.05
H -2.36 -0.89 -0.14
H -2.23 0.81 -0.51
H -2.23 0.11 1.21
H -0.21 -0.88 -1.07
H 0.00 -0.97 0.56
H 3.40 -0.63 1.30
H 3.77 0.91 -0.09
*
```

Löwdin atomic charge list, values in e, 4 entries: -0.087, -0.217, -0.412, 0.059